# 1
A 9-piece molecular cluster, C16H48BF4O8 overall in a non-equilibrium geometry. Source: OMol25; level of theory: ωB97M-V with the def2-TZVPD basis set.

Its molar mass is 455.4 g/mol. Its charge is -1.

Each line ends with the Löwdin charge.
CARTESIAN COORDINATES (ANGSTROEM)
B1 0.2388 -0.2162 -0.6125  -1.29
F1 -0.8082 -0.1352 -1.5205  0.14
F2 1.0998 0.8838 -0.6985  0.12
F3 -0.2472 -0.2002 0.7635  0.06
F4 0.8108 -1.3782 -0.8655  0.22
C1 0.1678 5.7458 -1.3835  -0.09
C2 0.8468 4.3238 -1.2755  -0.36
O1 -0.0962 3.3898 -1.4665  0.01
H1 -0.4162 6.0868 -2.4255  0.12
H2 0.8988 6.5968 -1.2145  0.06
H3 -0.5112 6.0058 -0.4595  0.08
H4 1.2468 4.4238 -0.5255  -0.03
H5 1.5188 4.4348 -2.0255  0.09
H6 0.3668 2.6038 -1.2345  0.04
C3 -1.5902 -0.2922 4.4775  -0.06
C4 -1.8312 -1.6032 3.6255  -0.25
O2 -0.5912 -2.0932 3.1275  0.02
H7 -0.9452 -0.4582 5.2015  0.02
H8 -2.6502 0.0798 4.7455  0.10
H9 -1.2272 0.4418 3.9155  0.00
H10 -2.5972 -1.4742 2.8255  0.10
H11 -2.3332 -2.1342 4.4795  0.11
H12 -0.3402 -1.4922 2.6535  -0.10
C5 -0.5202 -4.5562 0.4385  -0.05
C6 -1.6742 -3.5972 0.0605  -0.34
O3 -2.7962 -4.2502 -0.3685  -0.02
H13 0.2558 -4.0212 1.0635  0.08
H14 -0.2022 -5.1862 -0.2675  0.01
H15 -1.0472 -5.0952 1.3315  0.10
H16 -1.2462 -2.7402 -0.5825  0.12
H17 -2.1232 -3.0852 0.9445  0.11
H18 -3.3822 -3.7062 0.0225  0.02
C7 5.8368 1.8448 -0.5195  -0.07
C8 4.5248 1.2068 -0.2615  -0.28
O4 3.4498 2.1478 -0.6235  -0.11
H19 5.8298 2.2818 -1.5705  0.13
H20 6.4438 1.2468 -0.4405  -0.07
H21 5.7328 2.5898 0.2095  0.07
H22 4.3018 0.7788 0.9205  0.17
H23 4.3648 0.3988 -1.0105  0.11
H24 2.6208 1.8688 -0.9245  0.00
C9 -4.0542 1.5088 2.0875  -0.10
C10 -3.2042 1.2658 0.8685  -0.28
O5 -3.0662 -0.1922 0.6535  -0.17
H25 -3.4602 1.2528 3.0555  0.07
H26 -4.8232 0.7918 2.3175  0.06
H27 -4.3242 2.5428 2.2325  0.06
H28 -2.1112 1.5198 1.0515  0.11
H29 -3.5392 1.7538 -0.1145  0.13
H30 -2.1272 -0.2332 0.2135  0.08
C11 0.4418 3.5408 2.5555  -0.07
C12 1.5128 2.4978 2.5995  -0.36
O6 1.9718 2.3418 3.8985  -0.12
H31 -0.4532 3.1728 3.0565  0.07
H32 0.2448 3.8068 1.5585  0.05
H33 0.5628 4.4088 3.1275  0.06
H34 2.4198 2.8358 1.9185  0.14
H35 1.1918 1.4958 2.2585  0.11
H36 2.7688 1.6848 3.8925  0.14
C13 -3.9302 -1.5782 -4.4045  -0.08
C14 -2.9612 -0.9002 -3.5015  -0.29
O7 -1.7142 -1.6532 -3.6155  -0.12
H37 -4.1392 -2.4922 -4.2125  0.00
H38 -3.4822 -1.4522 -5.4125  0.11
H39 -4.9422 -1.3912 -4.2765  0.06
H40 -3.2732 -0.8122 -2.3995  0.14
H41 -2.7902 0.0018 -3.8165  0.04
H42 -1.3352 -1.4152 -2.6745  0.09
C15 3.1008 -4.8312 -2.8155  -0.13
C16 3.2318 -3.6902 -1.9365  -0.36
O8 2.7928 -2.5442 -2.6925  -0.04
H43 3.3998 -5.6692 -2.2655  0.03
H44 3.6518 -4.5652 -3.9035  0.14
H45 1.9398 -5.1272 -3.2595  0.15
H46 4.2128 -3.5002 -1.5015  0.11
H47 2.6768 -3.6802 -1.0255  0.10
H48 2.2308 -2.3632 -2.0465  -0.05

---

# 2
C16H48ClNiO12 as an isolated structure in a non-equilibrium geometry. Source: OMol25; level of theory: ωB97M-V with the def2-TZVPD basis set.

As for the expectation value of S²: 2.003. As for the spin multiplicity: 3. Its molar mass is 526.7 g/mol. Its charge is +1.

Each line ends with the Mulliken spin population.
CARTESIAN COORDINATES (ANGSTROEM)
Ni1 2.3684 -1.1977 -0.0442  1.85
Cl1 -0.0902 0.2112 -0.0932  0.00
O1 -1.2753 0.3952 -0.8549  0.01
O2 1.0854 0.3523 -0.9427  0.02
O3 0.0242 1.0278 1.0654  0.00
O4 0.0369 -1.1903 0.3397  0.04
C1 3.0586 2.4765 1.5464  0.00
C2 3.7978 1.1555 1.5686  0.00
O5 2.8738 0.0429 1.5500  0.02
H1 3.7845 3.2678 1.7425  0.00
H2 2.3130 2.5539 2.3426  0.00
H3 2.5082 2.6837 0.6310  0.00
H4 4.3808 1.1621 2.4927  0.00
H5 4.5201 1.0690 0.7589  0.00
H6 2.3476 0.1160 2.3553  0.00
C3 -1.9486 3.8063 1.4423  0.00
C4 -2.1946 5.2749 1.1830  0.00
O6 -1.0083 5.8927 0.6508  0.00
H7 -2.8020 3.3442 1.9443  0.00
H8 -1.1144 3.6901 2.1398  0.00
H9 -1.6994 3.2502 0.5391  0.00
H10 -2.4086 5.7529 2.1429  0.00
H11 -2.9755 5.4867 0.4570  0.00
H12 -0.3746 5.9598 1.3709  0.00
C5 1.2483 3.9143 -1.3617  0.00
C6 1.8666 5.3168 -1.3530  0.00
O7 2.5112 5.6308 -2.5710  0.00
H13 0.8005 3.7663 -0.3736  0.00
H14 1.9530 3.0859 -1.4783  0.00
H15 0.4823 3.7946 -2.1272  0.00
H16 2.6150 5.3103 -0.5452  0.00
H17 1.1305 6.0515 -1.0344  0.00
H18 3.2542 5.0233 -2.6207  0.00
C7 2.1274 -5.0336 -1.2451  0.00
C8 2.5433 -3.6934 -1.8567  0.00
O8 1.7254 -2.6181 -1.3441  0.02
H19 1.3968 -5.4655 -1.9324  0.00
H20 1.6184 -4.9016 -0.2919  0.00
H21 2.9508 -5.7380 -1.1524  0.00
H22 2.3757 -3.6291 -2.9334  0.00
H23 3.6071 -3.5026 -1.7035  0.00
H24 0.8112 -2.8174 -1.6698  0.01
C9 -1.8916 -2.8623 2.4118  0.00
C10 -1.5231 -3.8569 1.3177  0.00
O9 -0.1834 -4.3244 1.5774  0.00
H25 -1.9482 -3.3568 3.3812  0.00
H26 -2.8376 -2.3875 2.1441  0.00
H27 -1.1457 -2.0688 2.4582  0.00
H28 -1.5562 -3.3600 0.3508  0.00
H29 -2.1891 -4.7204 1.3092  0.00
H30 -0.1565 -4.8945 2.3511  0.00
C11 -2.6811 -1.9918 -2.4496  0.00
C12 -1.2795 -1.9421 -3.0693  0.00
O10 -0.5367 -3.0834 -2.6007  0.00
H31 -2.5326 -1.8840 -1.3729  0.00
H32 -3.1426 -2.9563 -2.6548  0.00
H33 -3.3235 -1.1775 -2.7795  0.00
H34 -0.7080 -1.0292 -2.9318  0.00
H35 -1.3851 -2.0614 -4.1526  0.00
H36 -0.8946 -3.8970 -2.9637  0.00
C13 3.2027 -4.3563 2.7408  0.00
C14 2.7670 -2.8961 2.6547  0.00
O11 2.0445 -2.6119 1.4423  0.02
H37 3.9300 -4.6137 1.9735  0.00
H38 2.3433 -5.0170 2.6205  0.00
H39 3.6142 -4.5015 3.7393  0.00
H40 3.6624 -2.2771 2.5884  0.00
H41 2.2269 -2.6025 3.5561  0.00
H42 1.1846 -3.0776 1.5087  0.00
C15 -4.7203 1.5588 -1.5572  0.00
C16 -4.9497 3.0544 -1.4477  0.00
O12 -6.3274 3.3382 -1.4338  0.00
H43 -3.6640 1.3225 -1.6915  0.00
H44 -5.1657 1.1154 -2.4506  0.00
H45 -5.1770 1.1110 -0.6737  0.00
H46 -4.4581 3.5246 -2.3117  0.00
H47 -4.3775 3.4561 -0.6018  0.00
H48 -6.4463 4.2487 -1.7162  0.00

---

# 3
C16H48FO8Pb as an isolated structure in a non-equilibrium geometry. Source: OMol25; level of theory: ωB97M-V with the def2-TZVPD basis set.

Its molar mass is 594.8 g/mol. Its charge is +1.

Each line ends with the Löwdin charge.
CARTESIAN COORDINATES (ANGSTROEM)
Pb1 18.4590 26.4426 14.7662  1.54
F1 15.0175 24.2142 13.6032  -0.57
C1 16.5148 19.4420 8.2120  -0.09
C2 15.6544 19.9535 9.3592  -0.34
O1 16.5765 20.5837 10.1972  -0.08
H1 17.5006 19.0693 8.4901  0.07
H2 16.8139 20.2692 7.5682  0.07
H3 15.9939 18.7528 7.5473  0.07
H4 15.0699 19.1314 9.7724  0.10
H5 14.8656 20.6186 9.0077  0.11
H6 16.1222 21.1953 10.7813  0.08
C3 10.5113 28.0142 17.2442  -0.08
C4 11.0278 27.1360 16.1617  -0.37
O2 11.7526 26.0519 16.6495  -0.08
H7 9.8779 28.7754 16.7887  0.08
H8 11.2006 28.5129 17.9255  0.07
H9 9.9836 27.3438 17.9226  0.08
H10 11.5488 27.6414 15.3486  0.11
H11 10.2623 26.5954 15.6051  0.11
H12 12.3362 25.7663 15.9428  0.08
C5 13.1009 26.2424 6.6808  -0.08
C6 13.2842 25.5572 8.0588  -0.33
O3 13.3206 26.3820 9.2162  -0.07
H13 13.0936 27.3143 6.8784  0.07
H14 12.1643 26.0751 6.1489  0.07
H15 13.9420 26.0565 6.0128  0.06
H16 14.0621 24.8158 7.8764  0.10
H17 12.3842 24.9516 8.1653  0.10
H18 13.4351 25.7524 9.9319  0.08
C7 15.9634 26.3206 21.5428  -0.07
C8 16.1187 27.3779 20.4305  -0.29
O4 16.0603 26.9119 19.0431  -0.12
H19 16.6994 25.5268 21.4153  0.07
H20 15.0143 25.8485 21.2893  0.07
H21 15.8881 26.8269 22.5052  0.08
H22 17.0964 27.8437 20.5542  0.10
H23 15.3675 28.1667 20.4690  0.11
H24 15.2083 26.5010 18.8791  0.07
C9 16.1749 20.8261 18.1610  -0.09
C10 17.4444 21.1547 17.4345  -0.37
O5 17.9500 22.4145 17.7109  -0.08
H25 15.4382 21.6278 18.1089  0.07
H26 16.3584 20.6694 19.2240  0.08
H27 15.6809 19.9668 17.7075  0.08
H28 17.3811 21.0281 16.3537  0.12
H29 18.1014 20.3591 17.7859  0.11
H30 18.2748 22.4088 18.6143  0.09
C11 10.3287 19.1144 13.3210  -0.08
C12 10.2955 20.6124 13.6026  -0.41
O6 10.9826 21.2343 12.6540  -0.04
H31 9.6786 18.5310 13.9730  0.07
H32 11.3467 18.8185 13.5742  0.07
H33 10.0772 18.8898 12.2845  0.07
H34 10.6896 20.6847 14.6162  0.11
H35 9.2802 21.0079 13.6341  0.11
H36 11.7192 21.6638 13.0951  0.10
C13 22.9679 22.8011 14.3715  -0.08
C14 22.2421 22.6959 13.0474  -0.35
O7 20.9859 23.2890 13.1022  -0.08
H37 22.2905 23.2438 15.1017  0.07
H38 23.8767 23.4019 14.3376  0.07
H39 23.2860 21.7955 14.6467  0.08
H40 22.3190 21.6907 12.6331  0.12
H41 22.9632 23.1610 12.3753  0.10
H42 20.3014 22.8839 12.5645  0.09
C15 18.6004 29.1217 8.0901  -0.10
C16 18.6276 27.8090 8.7566  -0.40
O8 17.9236 27.8143 9.9454  -0.07
H43 19.0836 29.8478 8.7438  0.08
H44 17.5728 29.3360 7.7964  0.08
H45 19.1675 29.0774 7.1603  0.08
H46 19.6747 27.5825 8.9580  0.11
H47 18.2643 27.0986 8.0141  0.12
H48 17.0191 27.7282 9.6352  0.09

---

Values of calculated total energy, in order: -45292.0266, -95490.7313, -41697.7033, all in eV.